[1]
The following is a quantum chemistry calculation of 3 unconnected molecules or ions with the total composition C11H18IN4 at a distorted geometry, from the Open Molecules 2025 dataset.

The molecular weight comes out at 333.197 g/mol. Its net charge is +1. The maximum force is 4.70 eV/A. As for the LUMO energy: -3.8 eV. The energy relative to the best compared isomer or geometry (same formula, charge and spin) comes out at 85.5 kJ/mol. The spin multiplicity is 1.

XYZ file:
```
34
Properties=species:S:1:pos:R:3:mulliken_charge:R:1
N -3.225 2.835 -3.297 0.013
H -3.872 3.510 -3.720 0.254
H 0.103 -3.925 -0.086 0.356
H 1.025 1.725 2.059 0.287
C 1.295 -0.879 -1.050 0.401
N 1.890 -0.133 -1.693 -0.608
C -1.860 2.759 -3.385 -0.062
C 1.720 -0.246 3.994 -0.399
H -0.281 1.506 -2.566 0.218
H 2.337 1.633 4.824 0.314
C -0.071 -3.398 -2.153 -1.158
H 1.738 3.078 2.936 0.336
H -1.119 -3.090 -2.109 0.295
C -2.380 1.107 -2.025 0.009
N -0.161 -1.288 2.506 -0.552
C 1.589 1.274 4.113 -0.415
N -1.274 1.740 -2.669 0.091
H 1.640 -3.581 -0.866 0.333
H 2.699 -0.507 3.585 0.309
C 0.599 -3.254 -0.791 -0.633
H 0.433 -2.796 -2.913 0.329
H -2.277 0.245 -1.328 0.365
C 0.665 -0.831 3.163 0.371
H -0.507 -1.503 -0.162 0.201
H 1.665 -0.686 4.993 0.295
C 1.793 1.998 2.787 -1.104
C 0.533 -1.830 -0.235 0.195
H 2.771 1.766 2.359 0.312
H -0.038 -4.438 -2.480 0.346
H -4.647 1.565 -2.114 0.355
I -0.733 4.156 -4.557 0.271
C -3.597 1.775 -2.415 -0.552
H 0.937 -1.826 0.775 -0.077
H 0.609 1.538 4.520 0.304
```



[2]
The following is a quantum chemistry calculation of a molecular structure, C34H10F18GeNPtS, from the Open Molecules 2025 dataset.

The molecular weight comes out at 1074.180 g/mol. Its net charge is -1. The maximum force is 0.98 eV/A. As for the LUMO energy: 2.2 eV. The energy relative to the best compared isomer or geometry (same formula, charge and spin) comes out at 71.6 kJ/mol. The spin multiplicity is 1.

XYZ file:
```
66
Properties=species:S:1:pos:R:3:mulliken_charge:R:1
C 4.088 0.180 -0.546 -0.636
H 6.439 -0.469 1.853 0.258
C -2.776 -3.258 -1.533 0.670
C -2.615 1.186 0.760 0.512
F -3.116 0.611 -6.514 -0.309
F -3.189 0.137 1.367 -0.481
C 6.305 -0.188 -1.489 -0.711
F 1.427 2.913 -1.539 -0.274
H 5.377 -0.126 3.420 0.261
C -2.843 -4.854 0.242 0.812
H 4.562 0.272 -2.632 0.409
C -3.084 -4.529 -1.079 -0.025
C -4.826 0.267 -4.942 0.691
C 3.479 0.070 4.328 -1.058
F -1.260 0.176 -4.660 -0.313
C 6.011 -0.306 0.874 -0.629
C -2.533 0.103 -4.276 0.224
C 6.845 -0.388 -0.227 -0.840
F -4.658 -0.481 -1.437 -0.358
F -0.960 2.200 -2.247 -0.572
C 4.959 0.097 -1.641 -0.221
F -1.352 -1.828 1.426 0.042
C -3.484 0.331 -5.261 0.026
H 3.865 0.033 5.341 0.396
C -4.233 -0.228 -2.690 0.745
C 3.774 0.035 1.940 1.175
F -3.130 -6.075 0.698 -0.315
F -3.435 2.494 2.552 -0.386
F -6.510 -0.069 -3.332 -0.313
C 1.157 0.398 5.180 -0.686
C -2.290 3.553 0.790 0.723
C 1.639 0.297 2.792 -1.210
C -1.664 3.470 -0.439 0.145
C -1.514 2.228 -1.033 -0.447
H 6.942 -0.248 -2.364 0.362
C 4.650 -0.029 0.730 1.119
C 2.594 2.218 -1.333 0.126
H -0.874 0.721 5.717 0.380
C -0.164 0.602 4.910 -1.033
C -1.986 -2.652 0.581 -0.476
Ge -1.584 -0.566 -1.517 0.926
S 0.444 -0.887 -2.084 -0.765
H 7.897 -0.609 -0.102 0.378
F -2.450 4.737 1.383 -0.332
H -0.051 0.548 1.498 0.267
C -5.210 -0.014 -3.644 0.049
F -1.234 4.577 -1.042 -0.325
Pt 2.136 0.365 -0.839 0.917
F -5.750 0.484 -5.881 -0.315
F -3.015 -3.030 -2.837 -0.349
C -0.612 0.663 3.567 -0.005
F 3.332 2.443 -2.450 -0.214
C 0.265 0.513 2.534 0.602
H -1.663 0.815 3.365 0.315
H 1.516 0.354 6.202 0.373
F -2.017 -4.222 2.351 -0.306
N 2.491 0.164 1.733 -0.214
C 4.315 -0.024 3.267 -0.757
F 3.235 2.931 -0.350 -0.257
C -2.784 2.408 1.387 0.510
C -1.945 1.049 -0.440 0.123
C -2.251 -2.267 -0.720 0.232
C 2.086 0.248 4.122 1.396
F -3.604 -5.446 -1.901 -0.306
C -2.880 -0.189 -2.968 -0.366
C -2.283 -3.909 1.080 -0.360
```



Which of these has the lowest net charge?
C34H10F18GeNPtS



Please write out number 1 again, unchanged.
The following is a quantum chemistry calculation of 3 unconnected molecules or ions with the total composition C11H18IN4 at a distorted geometry, from the Open Molecules 2025 dataset.

The molecular weight comes out at 333.197 g/mol. Its net charge is +1. The maximum force is 4.70 eV/A. As for the LUMO energy: -3.8 eV. The energy relative to the best compared isomer or geometry (same formula, charge and spin) comes out at 85.5 kJ/mol. The spin multiplicity is 1.

XYZ file:
```
34
Properties=species:S:1:pos:R:3:mulliken_charge:R:1
N -3.225 2.835 -3.297 0.013
H -3.872 3.510 -3.720 0.254
H 0.103 -3.925 -0.086 0.356
H 1.025 1.725 2.059 0.287
C 1.295 -0.879 -1.050 0.401
N 1.890 -0.133 -1.693 -0.608
C -1.860 2.759 -3.385 -0.062
C 1.720 -0.246 3.994 -0.399
H -0.281 1.506 -2.566 0.218
H 2.337 1.633 4.824 0.314
C -0.071 -3.398 -2.153 -1.158
H 1.738 3.078 2.936 0.336
H -1.119 -3.090 -2.109 0.295
C -2.380 1.107 -2.025 0.009
N -0.161 -1.288 2.506 -0.552
C 1.589 1.274 4.113 -0.415
N -1.274 1.740 -2.669 0.091
H 1.640 -3.581 -0.866 0.333
H 2.699 -0.507 3.585 0.309
C 0.599 -3.254 -0.791 -0.633
H 0.433 -2.796 -2.913 0.329
H -2.277 0.245 -1.328 0.365
C 0.665 -0.831 3.163 0.371
H -0.507 -1.503 -0.162 0.201
H 1.665 -0.686 4.993 0.295
C 1.793 1.998 2.787 -1.104
C 0.533 -1.830 -0.235 0.195
H 2.771 1.766 2.359 0.312
H -0.038 -4.438 -2.480 0.346
H -4.647 1.565 -2.114 0.355
I -0.733 4.156 -4.557 0.271
C -3.597 1.775 -2.415 -0.552
H 0.937 -1.826 0.775 -0.077
H 0.609 1.538 4.520 0.304
```



The highest net charge belongs to which entry?
C11H18IN4